ORCA calculation (wB97M-V/def2-TZVPD) on a structure of composition C7H15N at a distorted geometry.

ORCA input file:
```
! RIJCOSX wB97M-V def2-TZVPD def2/J DEFGRID3
* xyz 0 1
N 1.63276 0.04991 0.33316
C -0.79027 0.61770 0.24770
C -2.78791 -0.53417 0.85139
C -1.87026 1.05579 -0.74561
C -3.16568 0.63652 0.02045
C 2.60725 -0.79935 -0.31023
C 0.40182 0.10999 -0.35957
C 3.95473 -0.66445 0.35694
H -0.52579 1.40737 0.94523
H -1.49189 -0.30198 0.76104
H 2.67494 -0.52361 -1.34773
H -1.89153 0.39998 -1.62385
H 2.31631 -1.83987 -0.22497
H 4.39975 0.32336 0.31329
H 4.65960 -1.32902 -0.16476
H 0.19120 -0.72473 -1.02243
H -2.86583 -0.45479 1.93668
H -3.52779 1.45786 0.63791
H -3.08955 -1.52381 0.50754
H -3.99969 0.57035 -0.66827
H -1.91252 2.08991 -1.05816
H 3.96475 -0.95586 1.40869
H 1.11561 0.93292 -0.79444
*
```

Properties
- energy above the lowest of the compared OMol25 structures with the same formula, charge and spin (kJ/mol) = 649.71
- Kohn-Sham gap (eV) = 5.75
- calculated total energy (a.u.) = -330.22045
- largest force on an atom (eV Å⁻¹) = 5.0

ORCA calculation (wB97M-V/def2-TZVPD) on a structure of composition C18H26InN3O8P2 at a distorted geometry.

ORCA input file:
```
! RIJCOSX wB97M-V def2-TZVPD def2/J DEFGRID3
* xyz 2 1
In 0.25340 0.46169 0.77641
P -0.77075 1.10683 -1.57465
P 0.47527 -2.03313 1.67510
O 4.00378 4.65527 5.40952
O 5.08867 7.00155 -0.27729
O 1.03711 1.94333 2.37917
O -3.17695 -0.52710 2.46250
O 5.11754 6.33387 4.54375
O -5.72237 -0.41729 -0.87867
O 4.10198 5.52726 -1.56834
O 2.08848 1.42393 0.44971
N -0.35408 -1.82015 -1.13967
N 4.44528 5.94158 -0.44136
N 4.41874 5.29882 4.42349
C 1.72327 -2.15463 2.99391
C 4.47129 5.59772 1.99395
C 4.12737 5.14879 0.71724
C 1.95493 2.15941 1.52187
C 4.00319 4.90285 3.10686
C -1.95362 2.48455 -1.59594
C -1.41520 -0.20407 -2.52827
C -0.95433 -2.56373 -3.34984
C -0.17246 -3.70883 -3.18525
C 3.37510 3.96584 0.54180
C 0.74861 1.68476 -2.38621
C 0.38881 -2.91492 -0.97675
C 0.51981 -3.85332 -2.00386
C -0.94413 -1.54702 -2.33851
C -0.89322 -3.05568 2.27183
C 1.16382 -3.08052 0.32198
C 3.19069 3.75553 2.95779
C 2.89423 3.29986 1.67461
H 2.72749 -2.07281 2.55298
H 1.60979 -3.12597 3.50063
H -0.11561 -4.46021 -3.95778
H 1.21023 -4.68690 -1.81103
H 5.06453 6.50750 2.11203
H -2.37664 -1.09580 2.77495
H -3.33029 -0.95337 1.61090
H -1.52312 3.32995 -1.04137
H -1.17730 -0.07194 1.16499
H -5.63504 -0.06984 -1.76424
H 1.56909 -1.33693 3.71566
H -1.52099 -2.38630 -4.23709
H -1.35741 -2.62678 3.16083
H 1.13630 -4.12685 0.67140
H -2.89156 2.14898 -1.12960
H -6.04189 -1.29225 -0.95762
H 3.15740 3.58777 -0.45039
H -1.99268 0.00126 -3.42054
H 1.16809 2.54740 -1.86380
H -1.64792 -3.17409 1.48487
H 1.47980 0.87623 -2.40224
H -2.12708 2.76433 -2.64607
H 2.21053 -2.74173 0.18710
H -0.48704 -4.03224 2.54124
H 0.48865 1.94296 -3.40784
H 2.81542 3.24498 3.83158
*
```

Properties
- energy above the lowest of the compared OMol25 structures with the same formula, charge and spin (kJ/mol) = 160.00
- Kohn-Sham gap (alpha / beta) (eV) = 6.64 / 4.90
- calculated total energy (a.u.) = -2339.67741
- largest force on an atom (eV Å⁻¹) = 4.2

ORCA calculation (wB97M-V/def2-TZVPD) on a cluster of 2 separate species, C2H10O2Si2 in total at a distorted geometry.

ORCA input file:
```
! RIJCOSX wB97M-V def2-TZVPD def2/J DEFGRID3
* xyz 0 1
Si -3.22285 0.58449 -0.70343
Si 1.05118 -0.58068 0.26826
O 0.48840 -1.92534 -0.17339
O -2.31374 -0.43968 -1.73103
C 1.71450 0.02634 2.06928
C 1.56984 0.70971 -1.10070
H 0.90742 0.64523 -1.90843
H 2.07938 1.07611 1.84989
H 0.83170 0.12141 2.66182
H -1.92194 -1.15571 -1.21649
H -2.71918 0.16612 0.66028
H -4.69696 0.31455 -0.86886
H 2.61669 0.43940 -1.46520
H 2.26370 -0.66387 2.69966
H -3.06862 2.02352 -0.87015
H 1.57625 1.71152 -0.59971
*
```

Properties
- SMILES = C[Si](C)=O.O[SiH3]
- energy above the lowest of the compared OMol25 structures with the same formula, charge and spin (kJ/mol) = 351.37
- Kohn-Sham gap (eV) = 9.99
- calculated total energy (a.u.) = -811.67225
- largest force on an atom (eV Å⁻¹) = 3.0

- The highest largest force on an atom belongs to which entry?
  C7H15N